(1)
{"formula": "C20H70O15", "method": "the ωB97M-V functional and the def2-TZVPD basis", "total_charge": 0, "lumo_ha": 0.0134, "orbital_gap_ev": 9.53, "symbols": ["C", "C", "O", "H", "H", "H", "H", "H", "H", "C", "C", "O", "H", "H", "H", "H", "H", "H", "C", "C", "O", "H", "H", "H", "H", "H", "H", "C", "C", "O", "H", "H", "H", "H", "H", "H", "C", "C", "O", "H", "H", "H", "H", "H", "H", "C", "C", "O", "H", "H", "H", "H", "H", "H", "C", "C", "O", "H", "H", "H", "H", "H", "H", "C", "C", "O", "H", "H", "H", "H", "H", "H", "C", "C", "O", "H", "H", "H", "H", "H", "H", "C", "C", "O", "H", "H", "H", "H", "H", "H", "O", "H", "H", "O", "H", "H", "O", "H", "H", "O", "H", "H", "O", "H", "H"], "coordinates": [[2.746375, -1.241266, -3.934890], [2.346873, -2.593732, -3.265752], [1.291234, -3.281827, -3.961439], [3.649985, -0.882477, -3.442074], [1.978037, -0.488695, -3.757719], [3.079798, -1.251473, -4.972597], [1.977555, -2.335971, -2.273141], [3.191750, -3.279538, -3.328535], [1.779341, -3.773743, -4.625802], [3.483003, 3.108298, -4.271661], [2.865558, 3.433134, -2.910977], [3.844231, 3.639484, -1.980120], [2.635489, 3.085154, -4.956697], [4.014423, 2.166695, -4.133572], [4.100337, 3.841237, -4.791090], [2.373197, 2.493964, -2.658699], [2.084391, 4.192592, -2.878025], [4.254898, 2.771783, -1.973426], [-4.433711, 2.392324, 1.121669], [-4.691573, 2.906636, 2.556931], [-4.835442, 1.853348, 3.449265], [-3.624657, 1.674983, 0.983975], [-4.364127, 3.177929, 0.369286], [-5.378875, 1.995570, 0.751051], [-5.375722, 3.738894, 2.722424], [-3.811436, 3.453516, 2.895132], [-4.775346, 2.072461, 4.381988], [-4.243826, -2.665456, -1.823411], [-4.188899, -3.019609, -3.269197], [-3.378365, -4.146975, -3.449231], [-5.142793, -2.062435, -1.695705], [-3.373805, -2.049088, -1.597000], [-4.365198, -3.547279, -1.194320], [-3.750512, -2.191955, -3.826775], [-5.178238, -3.204940, -3.687507], [-2.539981, -3.849323, -3.088499], [-1.431648, 1.137143, -4.778108], [-1.797428, -0.064453, -5.692668], [-3.122752, 0.108941, -6.079008], [-2.200451, 1.354028, -4.036478], [-1.293654, 2.107504, -5.255042], [-0.545872, 0.881085, -4.196776], [-1.763402, -1.014451, -5.159332], [-1.193416, -0.240779, -6.582711], [-3.414374, -0.658394, -6.576774], [-0.740774, -0.287836, 0.358289], [-0.343655, -0.168291, -1.096569], [-0.132655, 1.209999, -1.254683], [-0.012815, 0.050010, 1.095867], [-0.966696, -1.324267, 0.608994], [-1.633992, 0.322105, 0.493323], [-1.222779, -0.529018, -1.630533], [0.461069, -0.872385, -1.308187], [0.754970, 1.331152, -1.599706], [0.093017, -1.311478, 5.573524], [0.054588, -2.151097, 4.304833], [1.461869, -2.406085, 3.953051], [0.383469, -1.847362, 6.477168], [-0.950106, -1.046900, 5.746679], [0.738493, -0.433337, 5.591578], [-0.364651, -1.632412, 3.442678], [-0.334440, -3.151795, 4.492931], [1.920433, -1.563331, 3.920203], [-0.981351, 2.942966, 4.463455], [-0.266473, 1.772160, 3.738622], [0.518084, 2.127577, 2.584541], [-1.855582, 2.530785, 4.967360], [-1.391330, 3.604094, 3.699948], [-0.356413, 3.468677, 5.185376], [-1.040161, 1.006520, 3.681036], [0.444676, 1.502026, 4.519257], [-0.092541, 2.497521, 1.942768], [2.976467, 0.431165, -0.159923], [4.495225, 0.533005, -0.213387], [4.893122, 0.964092, -1.436026], [2.606135, 0.189032, -1.156080], [2.433524, 1.335931, 0.113404], [2.664356, -0.318071, 0.567625], [4.926612, -0.467449, -0.246446], [4.847361, 1.098151, 0.649580], [5.007783, 0.209876, -2.018784], [4.533558, 0.264982, 4.721396], [3.305035, 1.048931, 4.371455], [2.436308, 0.198836, 3.574385], [5.174712, 0.737399, 5.465609], [5.157055, 0.265671, 3.827331], [4.312142, -0.739460, 5.082169], [3.583868, 1.946575, 3.819575], [2.796926, 1.320852, 5.296642], [1.736881, 0.808117, 3.327040], [-1.104267, -3.528182, -2.487619], [-0.784451, -3.289722, -1.617511], [-0.378070, -3.320260, -3.075531], [-1.303506, 3.140574, 0.626282], [-1.162439, 2.620252, -0.164668], [-1.709550, 3.948670, 0.312692], [-3.691067, -1.158111, 2.235097], [-3.485397, -0.331218, 2.671186], [-4.307012, -1.593511, 2.824398], [1.266596, -2.893032, 0.920348], [0.428169, -3.351122, 0.861793], [1.431452, -2.813418, 1.859878], [-1.298317, -3.940969, 0.728039], [-1.324622, -4.595539, 1.425956], [-2.089817, -4.104889, 0.215327]], "forces_ev_per_a": [[0.267, -0.391, 0.696], [0.037, 1.013, -1.402], [0.375, 0.435, 0.055], [0.021, 0.062, 0.436], [-0.078, -0.009, -0.312], [-0.599, -0.421, -0.201], [0.352, -0.553, 0.179], [0.224, 0.214, 0.896], [-0.602, -0.241, -0.299], [-1.130, 0.769, -0.482], [-0.421, -0.601, -1.188], [0.748, 0.618, 1.179], [-0.092, -0.990, -0.272], [-0.058, -0.052, -0.565], [0.451, 0.260, 0.801], [-0.692, -0.277, 0.110], [0.347, 0.349, -0.208], [0.876, -0.193, 0.715], [-1.936, 0.476, 0.056], [2.493, 1.536, -0.045], [-0.762, -1.987, 0.199], [-0.125, 0.162, 0.401], [0.720, 0.542, 0.441], [-0.027, -0.892, 0.229], [-1.205, -0.515, -0.736], [0.843, 0.030, -0.308], [0.023, 0.551, -0.230], [-0.849, 0.902, 0.182], [0.040, -0.359, -0.616], [-0.704, -0.564, -0.706], [0.057, 0.305, 0.432], [0.002, -0.238, 0.566], [0.274, 0.006, 0.012], [-0.169, 0.416, -0.187], [-0.021, -0.204, 0.002], [0.620, -0.478, 0.079], [0.261, -0.665, -0.063], [0.027, 0.216, 0.787], [-1.430, 0.489, -0.566], [-0.307, -0.553, -0.063], [0.233, -0.296, -0.541], [0.210, 0.161, -0.097], [0.473, 0.010, 0.624], [0.593, 0.616, 0.017], [-0.044, -0.026, -0.030], [-0.356, -0.815, 0.566], [-1.150, -0.861, 1.984], [0.694, 0.530, -1.299], [0.360, 0.105, -0.369], [-0.257, 0.002, 0.066], [-0.179, -0.095, 0.131], [0.035, 0.299, -0.681], [0.549, 0.586, -0.272], [0.070, 0.364, -0.080], [-1.321, -0.273, 0.544], [3.327, 0.355, 0.286], [-0.874, -1.058, -0.245], [0.114, -0.553, -0.269], [-0.094, 0.616, 0.294], [-0.202, 0.035, -0.687], [-0.644, -0.113, 0.199], [-0.451, 0.282, -0.189], [0.074, 0.592, -0.086], [-0.360, -0.169, -1.053], [0.395, 1.518, 1.707], [-0.772, -0.695, 1.383], [0.056, -0.003, 0.292], [0.097, 0.405, 0.132], [-0.011, 0.108, -0.271], [0.410, -0.464, -1.021], [0.135, -0.769, -0.360], [-0.237, 0.296, -0.643], [-0.444, -0.045, 0.408], [-1.444, -2.183, 1.286], [1.229, 2.538, -2.829], [0.040, -0.476, -0.073], [0.417, 0.365, 0.151], [-0.110, -0.184, -0.145], [-0.225, -0.414, 1.534], [0.485, 0.243, -0.413], [0.012, 0.203, 0.061], [0.882, 0.117, -0.372], [-0.273, -0.794, 0.324], [0.918, 0.842, 0.604], [-0.323, 0.267, 0.218], [0.072, -0.678, -0.072], [-0.063, -0.011, -0.241], [-0.207, 0.080, -0.048], [-0.304, 0.256, 0.023], [-0.390, -0.124, -0.768], [0.242, 0.282, 0.501], [0.024, -0.032, 0.420], [0.560, -0.103, -0.580], [-0.069, 0.182, 0.383], [0.362, -0.573, -0.471], [-0.074, 0.271, 0.104], [0.228, -0.260, -0.237], [-0.089, 0.392, 0.114], [-0.204, -0.063, 0.119], [0.445, 0.136, -0.540], [-0.338, -0.080, -0.154], [0.216, 0.139, 0.703], [0.001, 0.010, -0.026], [0.017, -0.206, 0.235], [-0.319, 0.043, -0.260]]}

---

(2)
{"formula": "C20H74N18O17", "method": "the ωB97M-V functional and the def2-TZVPD basis", "total_charge": 0, "lumo_ha": -0.0160, "orbital_gap_ev": 7.86, "symbols": ["C", "C", "O", "H", "H", "H", "H", "H", "H", "C", "C", "O", "H", "H", "H", "H", "H", "H", "C", "C", "O", "H", "H", "H", "H", "H", "H", "C", "O", "N", "N", "H", "H", "H", "H", "C", "O", "N", "N", "H", "H", "H", "H", "C", "O", "N", "N", "H", "H", "H", "H", "C", "O", "N", "N", "H", "H", "H", "H", "C", "O", "N", "N", "H", "H", "H", "H", "C", "O", "N", "N", "H", "H", "H", "H", "C", "O", "N", "N", "H", "H", "H", "H", "C", "O", "N", "N", "H", "H", "H", "H", "C", "O", "N", "N", "H", "H", "H", "H", "C", "O", "H", "H", "H", "H", "C", "O", "H", "H", "H", "H", "C", "O", "H", "H", "H", "H", "C", "O", "H", "H", "H", "H", "C", "O", "H", "H", "H", "H"], "coordinates": [[-0.020233, -1.035093, 0.077822], [0.507767, -0.157093, -1.057178], [-0.002233, 1.167907, -1.189178], [-1.026233, -1.026093, -0.119178], [-0.059233, -0.535093, 1.052822], [0.384767, -2.046093, 0.223822], [0.360767, -0.609093, -2.073178], [1.593767, -0.167093, -0.979178], [-0.884233, 1.104907, -1.606178], [1.111767, -3.827093, 2.310822], [0.357767, -5.175093, 2.434822], [-0.920233, -4.990093, 1.859822], [0.490767, -3.038093, 2.644822], [1.341767, -3.525093, 1.258822], [1.957767, -3.992093, 2.940822], [0.171767, -5.264093, 3.544822], [0.944767, -5.969093, 1.918822], [-0.681233, -4.642093, 1.063822], [-2.964233, 0.602907, 0.686822], [-3.729233, 1.139907, 1.819822], [-3.709233, 2.513907, 1.836822], [-1.861233, 0.886907, 0.733822], [-3.301233, 0.990907, -0.313178], [-3.070233, -0.475093, 0.638822], [-3.309233, 0.925907, 2.763822], [-4.713233, 0.650907, 1.836822], [-4.544233, 2.841907, 2.291822], [3.974767, -2.610093, 0.854822], [2.930767, -1.640093, 0.691822], [4.733767, -3.082093, -0.122178], [4.415767, -2.977093, 2.057822], [4.384767, -2.745093, -1.049178], [5.415767, -3.866093, -0.133178], [3.933767, -2.693093, 2.842822], [5.313767, -3.530093, 2.217822], [-0.969233, 1.257907, 4.524822], [-0.827233, 0.911907, 3.183822], [-0.054233, 1.986907, 5.145822], [-2.034233, 0.910907, 5.226822], [0.716767, 2.260907, 4.578822], [-0.154233, 2.575907, 6.002822], [-2.413233, 0.078907, 4.748822], [-1.772233, 0.757907, 6.204822], [2.179767, 1.487907, -4.847178], [2.860767, 2.211907, -5.826178], [1.423767, 0.441907, -5.181178], [2.188767, 1.660907, -3.593178], [1.183767, 0.418907, -6.270178], [1.594767, -0.449093, -4.715178], [2.839767, 2.372907, -3.246178], [1.409767, 1.342907, -3.034178], [2.015767, -0.969093, 4.148822], [2.897767, -2.064093, 4.234822], [1.720767, -0.450093, 3.037822], [1.553767, -0.256093, 5.150822], [2.242767, -0.829093, 2.238822], [0.899767, 0.229907, 2.925822], [2.020767, -0.365093, 6.080822], [0.916767, 0.569907, 5.145822], [-1.084233, 2.086907, -3.955178], [-0.424233, 3.179907, -4.508178], [-0.892233, 0.918907, -4.289178], [-2.034233, 2.157907, -3.061178], [0.034767, 0.699907, -4.810178], [-1.373233, 0.090907, -3.949178], [-2.309233, 3.131907, -2.702178], [-2.599233, 1.416907, -2.746178], [0.821767, 4.873907, -1.396178], [1.371767, 5.944907, -0.792178], [0.402767, 4.813907, -2.607178], [0.615767, 3.786907, -0.723178], [0.376767, 5.708907, -3.152178], [0.083767, 4.007907, -3.206178], [1.003767, 3.725907, 0.260822], [0.562767, 2.808907, -1.122178], [-0.048233, -3.631093, -1.814178], [-0.382233, -4.239093, -0.683178], [-0.876233, -3.273093, -2.781178], [1.154767, -3.254093, -2.106178], [-1.657233, -3.901093, -2.811178], [-0.622233, -2.767093, -3.651178], [1.863767, -3.495093, -1.481178], [1.397767, -2.700093, -2.935178], [-2.964233, 4.168907, -1.059178], [-4.297233, 4.212907, -1.023178], [-2.306233, 4.680907, -2.091178], [-2.182233, 3.407907, -0.305178], [-2.694233, 5.271907, -2.821178], [-1.245233, 4.685907, -2.043178], [-2.530233, 2.941907, 0.519822], [-1.076233, 3.426907, -0.386178], [3.432767, -1.441093, -3.031178], [2.422767, -1.780093, -3.885178], [4.383767, -2.256093, -2.676178], [3.635767, -0.269093, -2.543178], [4.272767, -3.220093, -3.092178], [5.336767, -2.018093, -2.251178], [3.010767, 0.498907, -2.877178], [4.247767, 0.038907, -1.832178], [-3.498233, -0.885093, -2.574178], [-2.128233, -0.980093, -2.728178], [-3.764233, 0.111907, -2.830178], [-3.644233, -1.199093, -1.535178], [-4.032233, -1.619093, -3.132178], [-1.806233, -1.914093, -2.600178], [2.874767, 1.741907, 0.396822], [3.190767, 2.910907, 1.103822], [3.769767, 1.098907, 0.373822], [2.581767, 1.906907, -0.632178], [2.044767, 1.200907, 0.823822], [3.426767, 2.626907, 2.043822], [-0.542233, 4.077907, 2.508822], [0.120767, 3.020907, 1.860822], [0.068767, 4.929907, 2.798822], [-1.044233, 3.788907, 3.390822], [-1.244233, 4.657907, 1.905822], [-0.391233, 2.213907, 2.045822], [-1.866233, -2.063093, 3.292822], [-2.871233, -1.334093, 3.934822], [-0.926233, -1.610093, 3.566822], [-2.003233, -1.828093, 2.261822], [-2.048233, -3.122093, 3.436822], [-3.740233, -1.536093, 3.512822], [-3.212233, -3.458093, 0.058822], [-4.550233, -3.065093, 0.026822], [-3.176233, -4.081093, 0.934822], [-2.564233, -2.545093, 0.041822], [-3.013233, -4.015093, -0.854178], [-4.818233, -2.781093, -0.844178]], "forces_ev_per_a": [[0.698, 1.084, 0.423], [1.389, -1.388, -1.081], [-0.207, -0.780, 0.385], [-2.801, -0.979, -0.501], [0.795, 0.187, -0.120], [0.003, 0.662, -0.511], [-0.214, -0.246, 0.862], [0.127, 0.713, 0.184], [0.337, 0.275, 0.253], [-0.019, -1.691, -1.298], [-0.129, 1.837, 0.799], [-0.963, -2.062, 3.282], [-0.506, 0.711, 0.847], [0.252, -0.724, 0.811], [0.930, 0.777, 0.150], [0.502, -0.819, -1.159], [-0.474, 0.080, 0.781], [0.218, 1.536, -4.009], [1.887, 0.303, -1.867], [-0.846, -1.182, 0.826], [-2.519, 2.666, 0.601], [-1.368, -0.529, 0.124], [-0.066, -0.176, 1.007], [0.170, -0.262, 0.160], [0.853, -1.426, 0.902], [-0.329, 0.579, -0.262], [1.754, -0.364, -1.072], [-2.753, 4.008, 2.046], [5.229, -5.027, 0.011], [-0.267, 0.011, -3.689], [2.227, -1.584, -1.212], [0.514, -0.967, 1.464], [-1.170, 0.998, 0.700], [-1.652, 1.032, 2.568], [-2.062, 1.184, -0.676], [-0.420, -0.605, -6.222], [-0.402, 1.309, 6.301], [1.335, 2.070, 1.223], [0.153, -1.153, 0.445], [0.393, 0.589, -0.610], [-0.465, -1.138, -1.175], [-0.832, -0.096, 0.316], [-0.679, 0.101, -0.332], [3.934, 3.569, -9.919], [-3.486, -3.641, 5.805], [-1.110, -1.523, -5.570], [1.320, 2.626, 4.796], [1.297, -0.163, 3.172], [0.332, -0.175, -0.034], [-0.886, 0.013, -0.020], [-0.316, 0.436, 0.216], [5.341, -5.033, 1.681], [-3.898, 5.052, 0.353], [-1.663, 1.629, -5.360], [-0.131, 0.475, 5.627], [-0.703, -0.061, -0.302], [1.570, -1.213, 0.187], [-0.817, -0.378, -1.399], [1.416, -1.646, -0.502], [0.654, 7.495, -1.388], [-2.400, -4.418, 2.708], [3.739, -6.992, -4.212], [-2.000, 4.867, 2.620], [-1.946, 0.570, 0.727], [-0.246, 0.667, 0.425], [0.415, -1.652, -0.959], [-0.172, -0.900, -0.065], [4.049, 6.177, 3.900], [-2.489, -3.980, -2.731], [-0.761, 2.496, -5.192], [0.934, -4.795, 3.873], [0.437, -1.272, 0.901], [0.342, 0.124, 0.168], [-0.582, 0.424, -1.681], [-0.016, 1.744, 0.181], [0.219, -2.376, 5.444], [0.903, 2.127, -5.135], [-3.330, 0.103, -1.996], [1.566, 0.339, -0.421], [-0.548, 0.003, -0.491], [0.218, -1.159, 0.996], [1.155, -0.099, 1.207], [0.164, -0.316, 0.274], [-6.390, -0.533, 0.249], [5.019, -0.107, 0.353], [2.600, 1.734, -1.544], [2.889, -0.668, 1.183], [-0.367, -0.224, 0.769], [-2.015, 0.385, -0.290], [-0.480, 0.623, -0.246], [-2.909, 0.424, 0.124], [-3.083, 0.120, -3.385], [3.961, 1.200, 3.214], [2.852, -5.338, -0.688], [-2.272, 3.610, -0.534], [0.599, 1.527, 0.664], [-2.220, 0.016, -1.405], [0.728, -1.007, 0.266], [0.897, -0.573, 0.761], [0.138, -1.275, 1.711], [1.735, -0.541, -0.730], [-0.935, 0.561, 0.081], [-0.896, 0.934, 0.161], [-0.584, -0.352, -1.099], [-0.351, 1.068, 0.323], [0.901, -0.865, 0.168], [0.330, -0.036, 1.708], [-0.354, -0.269, -0.021], [0.090, 0.793, -0.206], [-0.257, -0.293, 0.375], [-0.564, 0.634, -2.002], [-0.116, 1.764, -0.577], [0.035, 0.224, 0.264], [1.190, -0.458, 0.081], [-0.746, -0.672, 0.999], [-0.458, -0.747, -0.549], [0.167, 0.068, 0.188], [-0.478, 0.041, -0.782], [-2.315, 0.401, 0.810], [0.395, -0.532, 0.420], [0.444, -0.261, -1.198], [0.802, -0.240, 0.183], [1.076, 0.283, 0.567], [0.054, 0.837, -1.039], [-1.707, 0.548, 0.428], [0.982, -0.141, 0.247], [-0.006, -0.964, 0.467], [0.490, -0.431, 0.184], [-0.003, 0.079, -0.216]]}